This record from the Open Molecules 2025 dataset describes the molecule C4H6O2 at a distorted geometry. The level of theory is wB97M-V/def2-TZVPD.

```
12
Properties=species:S:1:pos:R:3:forces:R:3
O -0.64680 1.09338 1.71190 -0.046 -0.392 0.738
C -0.26170 0.23034 0.76695 -0.132 -0.137 -0.126
C 0.97549 -0.18878 0.44677 -0.344 0.086 -0.238
C 0.88482 -0.16937 -1.04331 0.294 -0.209 -0.414
O -0.42948 -0.65209 -1.35605 -0.087 -0.037 -0.171
C -1.24776 -0.31095 -0.24931 -0.220 0.294 0.100
H 0.17488 1.55664 1.93857 -0.344 -0.149 0.380
H 1.64504 -0.81038 1.00714 0.758 0.864 0.516
H 1.66786 -0.71646 -1.54714 -0.079 -0.475 -0.358
H 0.94870 0.88628 -1.37024 0.124 -0.376 -0.182
H -1.68438 -1.23348 0.17846 -0.020 0.395 -0.083
H -2.06603 0.35750 -0.52787 0.096 0.137 -0.162
```
Forces are in eV/Å.

## Properties
ΔE to the lowest compared entry with this formula, charge and spin: 71.8 kcal/mol
calculated total energy: -306.39181 Ha
SMILES: OC1=CCOC1
LUMO level: 0.63 eV
frontier orbital gap: 8.87 eV
charge: 0

Results of the Mulliken charge analysis, in e, for atoms 1 through 6: -0.5084 0.4367 -0.6269 -0.2787 -0.3747 -0.3510